ORCA calculation (ωB97M-V with the def2-TZVPD basis set) on C12H13ClN2 in the gas phase.

Geometry as XYZ:
```
28
Properties=species:S:1:pos:R:3:lowdin_charge:R:1
C 2.1231 2.3642 1.7646 -0.020
C -2.2759 0.7526 -0.5726 -0.618
H 2.4736 1.8076 2.6243 0.065
H -3.3186 -2.0886 1.9436 0.055
H -0.4111 -0.0395 -2.1202 -0.049
H -1.1701 -2.2578 0.3709 0.097
H -4.1468 1.7950 0.2472 0.154
Cl -1.8843 2.0584 -1.6314 0.696
C -1.9207 -1.5297 0.4384 -0.082
C -3.8622 -0.2373 1.1727 0.079
C -0.3511 -0.5276 -1.4432 -0.105
H 3.8013 0.2017 0.6185 0.087
C -2.9797 -1.5097 1.1938 -0.060
N 0.8531 1.0534 0.1845 0.115
C -1.4855 -0.6607 -0.6458 -0.106
C 2.1847 -0.6677 -0.7797 -0.277
H -0.0518 -1.5086 -1.7876 0.138
C 2.7898 0.2636 0.2740 -0.023
C 2.6127 -1.6104 -1.5752 -0.065
N 0.9236 -0.1166 -0.6245 -0.013
H 3.6561 -1.7119 -1.4336 0.097
H 2.8188 3.2494 1.2483 0.135
H 2.3506 -1.2705 -2.4886 0.077
H -4.7221 -0.1000 1.5659 -0.004
C -3.4440 0.7870 0.0430 -0.138
C 2.0330 1.2340 0.7181 -0.428
H 1.2034 2.8791 1.8450 0.039
H 2.2002 -2.6099 -1.1504 0.154
```

Results
HOMO-LUMO gap in eV: 7.8634
Energy in eV: -28148.0714
HOMO level in eV: -7.95
Spin multiplicity: 1
SMILES: Cc1cc(C)n(Cc2ccccc2Cl)n1
ΔE to the lowest compared entry with this formula, charge and spin in eV: 7.5636
LUMO level in eV: -0.090